# 1
The following is a DFT calculation (ωB97M-V with the def2-TZVPD basis set) of 2 unconnected molecules or ions with the total composition C2H6N2O2 at a distorted geometry.

Geometry (Å):
C1 -0.78 -1.13 0.95
C2 0.19 -1.39 -0.05
N1 0.47 1.38 -0.79
N2 0.17 2.52 -1.16
O1 0.97 1.00 0.25
O2 -0.03 -1.49 -1.24
H1 -0.35 -0.35 1.50
H2 -0.76 -2.09 1.54
H3 -1.79 -0.77 0.59
H4 1.17 -1.48 0.35
H5 0.55 3.23 -0.48
H6 0.19 0.57 -1.47

Output
Spin multiplicity: 3
Relative energy (zero: lowest compared OMol25 entry of this formula, charge and spin): 67.8 kJ/mol
Orbital gap (alpha / beta): 8.228 / 7.498 eV
LUMO (alpha / beta): 1.06 / -2.56 eV
Electronic energy: -339.54856 Ha
Total charge: 0

***

# 2
The following is a DFT calculation (ωB97M-V with the def2-TZVPD basis set) of 2 unconnected molecules or ions with the total composition CH3N2O2P at a distorted geometry.

Geometry (Å):
O1 -0.73 2.70 0.15
N1 0.38 2.28 0.50
P1 1.71 1.84 1.01
C1 -0.48 -1.11 -0.58
N2 0.72 -0.85 0.29
O2 0.60 -1.23 1.44
H1 -1.21 -1.72 -0.10
H2 -0.27 -1.71 -1.58
H3 -0.72 -0.19 -1.13

Output
Relative energy (zero: lowest compared OMol25 entry of this formula, charge and spin): 628.6 kJ/mol
Orbital gap (alpha / beta): 8.861 / 8.860 eV
LUMO (alpha / beta): -0.35 / -0.35 eV
Electronic energy: -641.06404 Ha
Total charge: 0
Structure (SMILES): [O-][N+]#P.CN=O

***

# 3
The following is a DFT calculation (ωB97M-V with the def2-TZVPD basis set) of 2 unconnected molecules or ions with the total composition C4H8N3S at a distorted geometry.

Geometry (Å):
C1 -0.86 -2.10 -0.26
C2 -0.89 -1.56 1.02
C3 -0.46 0.03 -0.51
C4 -0.38 1.40 -0.97
N1 -0.63 -1.13 -1.11
N2 -0.62 -0.25 0.78
N3 -0.09 2.28 -0.14
S1 2.57 0.27 0.78
H1 -0.82 -3.08 -0.68
H2 -0.99 -1.97 1.98
H3 -0.50 1.42 -2.01
H4 -0.61 0.45 1.54
H5 -0.01 3.17 -0.68
H6 -0.61 -1.31 -2.04
H7 1.93 1.38 0.35
H8 2.95 0.99 1.94

Output
Relative energy (zero: lowest compared OMol25 entry of this formula, charge and spin): 131.4 kJ/mol
Orbital gap: 8.364 eV
LUMO: -4.56 eV
Electronic energy: -719.40080 Ha
Total charge: +1

***

# 4
The following is a DFT calculation (ωB97M-V with the def2-TZVPD basis set) of 6 unconnected molecules or ions with the total composition C33H60ClN2O15 at a distorted geometry.

Geometry (Å):
C1 -4.54 3.77 -3.85
C2 -3.62 2.67 -3.75
C3 -2.93 1.26 -3.20
N1 -3.14 -0.16 -3.77
C4 -2.37 -1.19 -2.96
C5 -1.68 -0.20 -1.83
C6 -0.75 -0.96 -0.67
C7 -1.86 -1.56 0.42
C8 -1.19 -2.52 1.57
Cl1 -2.81 -0.10 1.15
N2 -2.00 1.27 -1.97
C9 -1.54 2.43 -1.11
C10 0.13 2.51 -1.13
C11 0.76 2.81 0.37
C12 1.22 4.40 0.57
C13 2.10 1.86 0.67
H1 -5.34 4.65 -3.89
H2 -3.74 -0.45 -4.59
H3 -2.30 -2.37 -3.08
H4 -0.09 -1.83 -1.14
H5 -0.05 -0.14 -0.19
H6 -2.63 -2.18 -0.25
H7 -2.04 -2.69 2.40
H8 -0.94 -3.61 1.16
H9 -0.29 -2.03 2.15
H10 -1.82 2.34 0.03
H11 -1.95 3.48 -1.49
H12 0.48 3.36 -1.89
H13 0.61 1.50 -1.49
H14 0.00 2.54 1.24
H15 2.37 4.52 0.73
H16 0.94 5.02 -0.40
H17 0.59 4.84 1.47
H18 2.80 2.32 1.49
H19 2.74 1.70 -0.30
H20 1.77 0.80 1.08
C14 -5.53 0.32 -1.02
C15 -6.88 0.86 -1.46
O1 -7.67 -0.17 -2.06
C16 -8.30 -1.01 -1.19
O2 -8.25 -0.94 0.03
O3 -8.97 -1.94 -1.92
C17 -9.62 -2.93 -1.12
H21 -5.03 -0.18 -1.85
H22 -4.89 1.13 -0.65
H23 -5.65 -0.42 -0.22
H24 -6.73 1.63 -2.22
H25 -7.42 1.33 -0.63
H26 -10.26 -2.47 -0.37
H27 -8.87 -3.58 -0.66
H28 -10.24 -3.54 -1.78
C18 6.57 7.95 -3.03
C19 5.23 8.12 -2.35
O4 4.97 7.03 -1.45
C20 5.59 7.11 -0.24
O5 6.31 8.02 0.13
O6 5.28 6.00 0.46
C21 5.92 5.92 1.73
H29 6.64 6.97 -3.51
H30 6.72 8.72 -3.79
H31 7.39 8.01 -2.31
H32 4.43 8.10 -3.10
H33 5.15 9.08 -1.83
H34 5.75 6.83 2.32
H35 6.99 5.74 1.60
H36 5.50 5.07 2.28
C22 2.11 -2.13 4.78
C23 2.72 -0.88 4.17
O7 4.07 -0.71 4.62
C24 5.00 -1.46 3.98
O8 4.78 -2.25 3.07
O9 6.21 -1.21 4.53
C25 7.27 -2.00 4.00
H37 2.21 -2.12 5.87
H38 1.05 -2.21 4.52
H39 2.62 -3.03 4.43
H40 2.16 0.00 4.51
H41 2.66 -0.90 3.08
H42 7.31 -1.92 2.91
H43 7.15 -3.04 4.31
H44 8.21 -1.62 4.40
C26 -12.02 -6.10 -5.30
C27 -13.36 -5.93 -4.62
O10 -13.61 -7.02 -3.72
C28 -13.00 -6.94 -2.52
O11 -12.28 -6.03 -2.14
O12 -13.31 -8.05 -1.81
C29 -12.67 -8.13 -0.54
H45 -11.95 -7.09 -5.78
H46 -11.87 -5.33 -6.06
H47 -11.20 -6.04 -4.58
H48 -14.16 -5.95 -5.37
H49 -13.44 -4.97 -4.10
H50 -12.83 -7.22 0.05
H51 -11.59 -8.31 -0.68
H52 -13.09 -8.98 0.01
C30 12.92 0.22 0.55
C31 11.58 0.39 1.23
O13 11.33 -0.70 2.13
C32 11.94 -0.61 3.34
O14 12.67 0.30 3.71
O15 11.63 -1.73 4.04
C33 12.28 -1.80 5.31
H53 12.99 -0.76 0.07
H54 13.07 1.00 -0.21
H55 13.75 0.28 1.27
H56 10.78 0.37 0.48
H57 11.51 1.35 1.75
H58 12.11 -0.90 5.90
H59 13.35 -1.98 5.18
H60 11.85 -2.65 5.86

Output
Orbital gap: 7.593 eV
LUMO: -4.40 eV
Electronic energy: -2991.06108 Ha
Total charge: +1

***

# 5
The following is a DFT calculation (ωB97M-V with the def2-TZVPD basis set) of C22H35N3O5S in the gas phase at a distorted geometry.

Geometry (Å):
C1 1.09 -0.04 -3.63
O1 1.96 -0.02 -2.52
C2 1.87 1.02 -1.65
C3 1.12 2.16 -1.84
C4 1.10 3.17 -0.88
C5 1.83 3.05 0.29
C6 1.77 4.10 1.37
C7 0.33 4.46 1.75
N1 -0.47 3.26 1.86
C8 -1.74 3.27 2.29
O2 -2.27 4.22 2.82
C9 -2.49 1.96 2.01
C10 -2.63 1.81 0.48
C11 -3.26 0.47 0.13
N2 -2.48 -0.62 0.67
S1 -1.02 -0.89 -0.09
O3 -1.24 -0.64 -1.49
O4 0.07 -0.19 0.53
N3 -0.86 -2.49 0.25
C12 -1.87 -3.34 -0.35
C13 -1.35 -4.34 -1.39
C14 -0.32 -3.74 -2.35
C15 1.11 -3.85 -1.83
C16 1.42 -2.89 -0.68
C17 0.47 -3.00 0.51
C18 -2.38 -0.57 2.12
C19 -1.78 0.75 2.62
C20 2.59 1.90 0.48
C21 2.63 0.89 -0.47
O5 3.37 -0.25 -0.36
C22 4.01 -0.51 0.86
H1 0.05 -0.03 -3.30
H2 1.30 -0.97 -4.15
H3 1.28 0.80 -4.30
H4 0.51 2.27 -2.72
H5 0.50 4.05 -1.06
H6 2.29 3.73 2.25
H7 2.28 5.01 1.04
H8 -0.11 5.12 0.99
H9 0.30 5.00 2.70
H10 -0.11 2.46 1.35
H11 -3.49 2.05 2.44
H12 -1.65 1.85 0.00
H13 -3.24 2.63 0.09
H14 -4.28 0.39 0.53
H15 -3.29 0.33 -0.95
H16 -2.57 -2.65 -0.82
H17 -2.39 -3.88 0.44
H18 -2.22 -4.70 -1.95
H19 -0.91 -5.20 -0.88
H20 -0.57 -2.69 -2.53
H21 -0.38 -4.26 -3.31
H22 1.80 -3.64 -2.64
H23 1.28 -4.88 -1.50
H24 1.38 -1.86 -1.05
H25 2.43 -3.07 -0.33
H26 0.87 -2.39 1.33
H27 0.38 -4.03 0.86
H28 -3.39 -0.71 2.52
H29 -1.76 -1.41 2.42
H30 -0.72 0.75 2.35
H31 -1.86 0.79 3.71
H32 3.15 1.80 1.40
H33 3.30 -0.53 1.69
H34 4.47 -1.49 0.75
H35 4.79 0.23 1.08

Output
Relative energy (zero: lowest compared OMol25 entry of this formula, charge and spin): 158.5 kJ/mol
Orbital gap: 8.448 eV
LUMO: 0.61 eV
Electronic energy: -1797.96977 Ha
Total charge: 0
Structure (SMILES): COc1ccc(CCNC(=O)C2CCN(S(=O)(=O)N3CCCCCC3)CC2)cc1OC

***

# 6
The following is a DFT calculation (ωB97M-V with the def2-TZVPD basis set) of a molecular structure, C44H49BrN7O3Ru.

Geometry (Å):
Ru1 0.42 0.49 0.19
C1 -1.57 4.78 1.42
O1 -2.54 3.99 2.10
C2 -2.07 3.12 3.04
C3 -2.51 3.25 4.32
C4 -2.07 2.37 5.34
C5 -1.18 1.39 5.05
C6 -0.73 1.18 3.72
C7 0.17 0.12 3.52
N1 0.57 -0.36 2.35
N2 1.29 -1.45 2.49
C8 2.05 -1.67 1.39
O2 2.30 -0.79 0.53
C9 2.63 -3.03 1.23
C10 2.54 -3.99 2.24
C11 3.04 -5.26 2.03
C12 3.64 -5.58 0.81
C13 3.73 -4.63 -0.20
C14 3.23 -3.35 0.01
C15 -1.19 2.04 2.65
O3 -0.89 1.89 1.44
H1 -2.10 5.63 1.00
H2 -1.08 4.22 0.64
H3 -0.81 5.15 2.12
H4 -3.20 4.05 4.54
H5 -2.44 2.49 6.36
H6 -0.82 0.72 5.83
H7 0.54 -0.38 4.41
H8 2.07 -3.72 3.18
H9 2.97 -6.01 2.81
H10 4.02 -6.58 0.65
H11 4.18 -4.88 -1.15
H12 3.26 -2.60 -0.77
C16 -3.82 -1.40 -3.43
C17 -3.68 -0.47 -2.21
C18 -4.79 0.58 -2.28
C19 -3.72 -1.26 -0.90
C20 -4.95 -1.75 -0.48
C21 -5.08 -2.50 0.68
C22 -3.95 -2.76 1.44
C23 -2.70 -2.30 1.05
C24 -1.47 -2.70 1.85
C25 -1.13 -4.18 1.61
C26 -1.60 -2.41 3.34
C27 -2.58 -1.53 -0.11
N3 -1.27 -1.09 -0.51
C28 -0.82 -1.63 -1.61
C29 0.36 -1.29 -2.30
C30 0.79 -1.90 -3.48
C31 1.97 -1.26 -3.82
C32 2.22 -0.28 -2.83
N4 1.24 -0.29 -1.91
C33 3.45 0.62 -2.77
C34 4.35 0.22 -1.59
C35 4.26 0.48 -4.06
C36 3.04 2.08 -2.60
H13 -3.78 -0.82 -4.36
H14 -4.77 -1.93 -3.40
H15 -3.02 -2.15 -3.47
H16 -2.72 0.03 -2.29
H17 -5.77 0.12 -2.41
H18 -4.64 1.24 -3.14
H19 -4.83 1.19 -1.37
H20 -5.83 -1.57 -1.08
H21 -6.05 -2.88 0.98
H22 -4.04 -3.37 2.34
H23 -0.64 -2.12 1.46
H24 -1.93 -4.82 2.00
H25 -0.20 -4.44 2.11
H26 -1.02 -4.39 0.54
H27 -2.35 -3.06 3.81
H28 -1.90 -1.37 3.52
H29 -0.64 -2.58 3.85
H30 -1.40 -2.44 -2.06
H31 0.29 -2.70 -4.00
H32 2.60 -1.46 -4.68
H33 4.71 -0.81 -1.71
H34 3.80 0.27 -0.64
H35 5.22 0.88 -1.53
H36 4.63 -0.53 -4.19
H37 5.12 1.15 -4.01
H38 3.66 0.76 -4.93
H39 2.28 2.18 -1.84
H40 2.65 2.48 -3.54
H41 3.90 2.70 -2.31
Br1 3.79 1.19 2.71
C37 3.26 2.52 1.47
C38 4.20 3.51 1.19
C39 3.81 4.56 0.38
C40 2.52 4.58 -0.11
C41 1.69 3.53 0.20
N5 2.04 2.49 0.98
H42 5.19 3.45 1.62
H43 4.51 5.35 0.14
H44 2.17 5.38 -0.75
H45 0.68 3.50 -0.18
N6 -2.50 3.17 -2.04
C42 -1.61 3.17 -3.10
C43 -0.56 2.41 -2.69
N7 -0.79 1.95 -1.40
C44 -1.97 2.42 -1.05
H46 -3.39 3.61 -2.02
H47 -1.80 3.69 -4.02
H48 0.33 2.14 -3.23
H49 -2.46 2.25 -0.10

Output
Spin multiplicity: 6
Relative energy (zero: lowest compared OMol25 entry of this formula, charge and spin): 84.4 kJ/mol
Orbital gap (alpha / beta): 7.056 / 4.869 eV
LUMO (alpha / beta): 0.07 / -2.07 eV
Electronic energy: -4983.92518 Ha
Total charge: 0

***

# 7
The following is a DFT calculation (ωB97M-V with the def2-TZVPD basis set) of C16H28N2 in the gas phase at a distorted geometry.

Geometry (Å):
N1 -4.15 3.59 0.51
C1 -3.33 3.24 1.71
C2 -2.46 1.97 1.60
C3 -1.46 2.04 0.49
C4 -0.73 0.69 0.39
C5 0.42 0.41 1.43
C6 0.02 -0.64 2.48
N2 1.16 -0.93 3.36
C7 1.61 0.02 0.53
C8 1.40 1.12 -0.55
C9 0.04 0.55 -0.94
C10 0.25 -0.94 -1.19
C11 0.72 -1.43 -2.62
C12 0.70 -3.00 -2.62
C13 1.91 -3.32 -1.71
C14 2.39 -1.95 -1.30
C15 2.18 -1.23 -2.64
C16 1.39 -1.32 -0.25
H1 -3.58 3.81 -0.31
H2 -4.78 4.36 0.73
H3 -2.68 4.11 1.93
H4 -3.99 3.11 2.53
H5 -1.98 1.82 2.56
H6 -3.11 1.06 1.47
H7 -2.05 2.20 -0.43
H8 -0.75 2.87 0.59
H9 -1.47 -0.11 0.51
H10 0.68 1.31 1.98
H11 -0.82 -0.24 3.04
H12 -0.32 -1.58 1.97
H13 0.86 -1.50 4.16
H14 1.93 -1.36 2.87
H15 2.59 0.03 1.03
H16 2.16 1.09 -1.31
H17 1.38 2.13 -0.12
H18 -0.37 1.09 -1.78
H19 -0.64 -1.50 -0.97
H20 0.15 -0.95 -3.47
H21 0.85 -3.43 -3.63
H22 -0.23 -3.42 -2.20
H23 2.69 -3.78 -2.28
H24 1.67 -3.93 -0.85
H25 3.44 -2.03 -0.94
H26 2.68 -1.70 -3.48
H27 2.47 -0.18 -2.72
H28 1.15 -2.13 0.44

Output
Relative energy (zero: lowest compared OMol25 entry of this formula, charge and spin): 77.2 kJ/mol
Orbital gap: 10.008 eV
LUMO: 0.96 eV
Electronic energy: -735.95199 Ha
Total charge: 0
Structure (SMILES): NCCC[C@@H]1[C@@H](CN)[C@@H]2C[C@H]1[C@H]1[C@@H]3CC[C@@H](C3)[C@@H]21

***

# 8
The following is a DFT calculation (ωB97M-V with the def2-TZVPD basis set) of a molecular structure, C20H30F12FeO15P2 at a distorted geometry.

Geometry (Å):
Fe1 0.08 -1.04 3.29
P1 0.34 0.00 -2.43
F1 0.79 0.17 -4.04
F2 -0.48 1.42 -2.64
F3 -0.99 -0.76 -2.87
F4 -0.03 -0.01 -0.82
F5 1.08 -1.46 -2.16
F6 1.65 0.83 -1.81
P2 2.54 -5.32 4.00
F7 2.40 -6.25 5.31
F8 0.96 -4.99 4.37
F9 3.12 -4.11 4.95
F10 2.40 -4.23 2.83
F11 4.13 -5.70 3.59
F12 1.95 -6.39 2.93
C1 -4.15 -8.49 2.55
C2 -5.08 -7.44 2.16
C3 -5.81 -6.79 3.40
O1 -5.33 -5.48 3.43
C4 -4.39 -5.24 2.55
O2 -3.67 -4.28 2.57
O3 -4.26 -6.28 1.80
H1 -3.12 -8.31 2.23
H2 -4.29 -9.45 2.04
H3 -4.18 -8.78 3.60
H4 -5.78 -7.85 1.44
H5 -5.67 -7.48 4.23
H6 -6.87 -6.83 3.14
C5 -1.17 8.33 4.49
C6 -2.45 7.40 4.18
C7 -2.83 7.24 2.78
O4 -3.18 5.91 2.66
C8 -2.64 5.22 3.61
O5 -2.45 4.02 3.57
O6 -2.30 6.09 4.53
H7 -1.17 9.31 4.03
H8 -0.42 7.86 3.85
H9 -0.86 8.36 5.54
H10 -3.27 7.73 4.82
H11 -2.02 7.52 2.10
H12 -3.65 7.92 2.57
C9 8.42 3.31 1.46
C10 7.59 3.40 2.75
C11 6.53 4.38 2.71
O7 5.30 3.73 2.67
C12 5.52 2.46 2.81
O8 4.59 1.63 2.88
O9 6.84 2.19 2.89
H13 8.83 4.27 1.16
H14 7.79 2.98 0.63
H15 9.23 2.57 1.42
H16 8.25 3.49 3.62
H17 6.55 4.97 1.79
H18 6.58 4.98 3.62
C13 0.77 7.22 -4.04
C14 -0.03 6.91 -5.32
C15 -1.50 6.60 -5.15
O10 -2.13 7.44 -5.94
C16 -1.35 8.37 -6.32
O11 -1.70 9.21 -7.13
O12 -0.14 8.08 -5.97
H19 0.86 6.40 -3.32
H20 0.36 8.03 -3.45
H21 1.79 7.59 -4.16
H22 0.57 6.27 -5.97
H23 -1.77 6.93 -4.14
H24 -1.94 5.62 -5.29
C17 -0.83 -6.48 -5.62
C18 -0.46 -7.94 -5.11
C19 -0.94 -7.94 -3.63
O13 -2.08 -8.89 -3.69
C20 -2.31 -9.32 -4.98
O14 -3.13 -10.05 -5.38
O15 -1.28 -8.84 -5.80
H25 -0.07 -5.77 -5.27
H26 -1.64 -6.02 -5.05
H27 -1.03 -6.37 -6.68
H28 0.57 -8.31 -5.15
H29 -1.37 -7.06 -3.16
H30 -0.15 -8.37 -3.02

Output
Spin multiplicity: 5
Relative energy (zero: lowest compared OMol25 entry of this formula, charge and spin): 1605.6 kJ/mol
Orbital gap (alpha / beta): 5.521 / 1.951 eV
LUMO (alpha / beta): -5.25 / -8.82 eV
Electronic energy: -5053.46850 Ha
Total charge: 0

***

# 9
The following is a DFT calculation (ωB97M-V with the def2-TZVPD basis set) of C5H7NO2 in the gas phase at a distorted geometry.

Geometry (Å):
H1 -2.97 -1.20 0.85
N1 -2.16 -0.67 1.16
C1 -1.39 -0.27 0.29
O1 -1.10 -0.21 -1.01
C2 -0.19 0.47 -0.07
C3 -0.22 1.98 -0.09
C4 1.15 -0.18 0.15
C5 1.32 -1.59 -0.34
O2 2.03 0.44 0.70
H2 0.24 2.35 -1.01
H3 0.37 2.34 0.76
H4 -1.23 2.35 -0.01
H5 0.39 -2.01 -0.71
H6 2.06 -1.59 -1.13
H7 1.70 -2.20 0.48

Output
Relative energy (zero: lowest compared OMol25 entry of this formula, charge and spin): 161.1 kJ/mol
Orbital gap: 10.665 eV
LUMO: 0.64 eV
Electronic energy: -399.90419 Ha
Total charge: 0
Structure (SMILES): [H]/N=C1\O[C@]1(C)C(C)=O